Entry 1:
Molecular formula: C37H57F2NO5P
Method: DFT, ωB97M-V/def2-TZVPD

Net charge: +1
Orbital gap, Eh: 0.3006

Element x y z (Å)
C -7.37790 -2.09430 0.29707
C -6.19990 -2.86302 -0.22967
C -6.16078 -4.24296 -0.23056
C -5.05677 -4.91969 -0.73529
C -3.95068 -4.25975 -1.23232
C -2.73694 -4.96457 -1.79871
C -2.87964 -6.48354 -1.82102
C -1.44434 -4.57700 -1.03311
C -4.00073 -2.87080 -1.22000
O -2.89140 -2.24146 -1.75908
C -2.75609 -0.86603 -1.58625
C -1.25973 -0.58056 -1.69303
C -0.75456 -0.82288 -3.10917
C -1.30410 0.14085 -4.17137
C -0.28987 1.19869 -4.64023
O -1.75163 -0.69084 -5.22454
N -1.02621 0.89137 -1.36045
C -0.50613 1.10879 0.06136
C -1.49516 2.11399 0.66079
O -1.21019 2.34755 2.00073
C -2.20954 2.99472 2.72130
C -2.35012 2.66424 4.05595
C -3.32298 3.29576 4.80866
C -4.14848 4.25006 4.23557
C -3.98300 4.58614 2.90409
C -3.00904 3.96265 2.14042
P 1.14626 2.03020 -0.23167
C 2.56458 1.08988 0.41704
C 1.13862 3.52388 0.79659
C -0.50023 -0.33771 0.64805
F 0.64884 -0.55091 1.39289
C -1.67277 -0.66874 1.58569
C -1.36820 -0.43255 3.05703
O -1.94249 -1.05070 3.90758
C -0.49402 -1.29368 -0.57307
C 0.88827 -1.81953 -0.95723
C 1.52306 -2.75246 0.04439
O 2.66781 -3.07220 0.06102
F 0.62509 -3.27820 0.92561
C -5.09968 -2.17994 -0.74479
H -8.06074 -2.75529 0.82266
H -7.90656 -1.57823 -0.50060
H -7.04392 -1.35116 1.02088
H -6.99998 -4.80041 0.15935
H -5.08690 -5.99766 -0.73149
H -2.63925 -4.64007 -2.83654
H -3.66705 -6.81998 -2.49239
H -1.94316 -6.94214 -2.12554
H -3.11154 -6.86470 -0.82604
H -1.69642 -4.07929 -0.09669
H -0.84713 -5.45349 -0.80335
H -0.84068 -3.88045 -1.61423
H -3.28907 -0.33455 -2.37986
H -3.11689 -0.54252 -0.61145
H 0.33197 -0.79443 -3.15222
H -1.04835 -1.82767 -3.40840
H -2.17033 0.69091 -3.78024
H 0.10681 0.93209 -5.61665
H -0.73337 2.19062 -4.68979
H 0.57068 1.27745 -3.97288
H -1.87579 -0.15800 -6.01582
H -1.82710 1.48822 -1.57834
H -0.26566 1.26327 -1.95685
H -2.52445 1.75311 0.53565
H -1.42141 3.03383 0.06667
H -1.70543 1.93348 4.51641
H -3.44251 3.04211 5.85073
H -4.91598 4.73753 4.81629
H -4.60944 5.34195 2.45530
H -2.88547 4.25247 1.10681
H 2.72041 1.32957 1.46913
H 2.44319 0.02168 0.35698
H 3.45928 1.38456 -0.12599
H 2.12533 3.96095 0.64021
H 0.99510 3.36375 1.86010
H 0.41570 4.23180 0.40331
H -1.93644 -1.72101 1.51647
H -2.56785 -0.09040 1.36425
H -0.61471 0.32254 3.30306
H -1.05442 -2.18064 -0.29158
H 1.61329 -1.04381 -1.18797
H 0.78199 -2.41702 -1.86293
H -5.13929 -1.10093 -0.76747
C 9.29511 4.08899 1.28997
C 9.31101 2.59887 0.96174
C 8.30546 2.20020 -0.11693
C 6.84289 2.46458 0.24347
C 6.36552 1.78270 1.52481
C 6.43514 0.25912 1.46764
H 8.33146 4.40556 1.69276
H 10.05370 4.33183 2.03414
H 9.49897 4.68576 0.39875
H 9.13400 2.02184 1.87349
H 10.31018 2.32096 0.61902
H 8.43816 1.14112 -0.35340
H 8.53850 2.74377 -1.03746
H 6.21601 2.13076 -0.59209
H 6.67704 3.54209 0.33115
H 5.32891 2.08333 1.71169
H 6.94037 2.14361 2.38077
H 5.84483 -0.12936 0.63338
H 6.04802 -0.18557 2.38527
H 7.45902 -0.09299 1.34258


Entry 2:
Molecular formula: C10F30KLiN5O20S10
Method: DFT, ωB97M-V/def2-TZVPD

Net charge: -3
Orbital gap, Eh: 0.2737

Element x y z (Å)
K -1.75438 -22.40326 -9.20391
Li -0.81364 -20.99528 -4.61976
C -3.31956 -21.17040 -13.27188
F -4.53259 -20.88998 -13.02385
F -2.77011 -22.07430 -12.47314
F -3.36050 -21.65913 -14.54966
S -2.17928 -19.65619 -13.33193
O -1.89555 -19.29274 -11.92153
O -1.04566 -20.03066 -14.14436
N -3.21802 -18.52847 -14.25689
S -3.22026 -17.31844 -13.38458
O -4.32336 -17.45268 -12.39670
O -1.91788 -16.83811 -12.96741
C -3.88473 -15.88029 -14.59487
F -5.17823 -15.99098 -14.66631
F -3.53045 -14.72380 -14.02226
F -3.33470 -15.81003 -15.78980
C -1.06087 -25.40788 -5.16537
F -0.27627 -26.46991 -4.83346
F -1.76596 -25.81061 -6.27887
F -1.98470 -25.17001 -4.17713
S -0.09819 -23.79598 -5.53886
O 1.28599 -24.22223 -5.99112
O -0.79489 -23.18694 -6.69148
N -0.11311 -22.85510 -4.15763
S 0.80520 -23.49192 -3.00613
O 0.30479 -23.33280 -1.61507
O 1.36877 -24.77039 -3.30875
C 2.18608 -22.14181 -2.86875
F 3.21871 -22.44726 -2.15563
F 2.79859 -21.83710 -3.99542
F 1.58523 -20.98968 -2.42277
C -6.03464 -23.53836 -6.28324
F -5.30629 -24.66331 -6.47059
F -7.24643 -23.89362 -6.06984
F -5.54718 -22.86409 -5.24762
S -6.09556 -22.47895 -7.88687
O -6.91256 -21.27001 -7.74876
O -4.64835 -22.25192 -8.15701
N -6.86209 -23.67766 -8.97356
S -6.36407 -23.19053 -10.36533
O -6.69586 -21.79195 -10.54365
O -4.95061 -23.53522 -10.74895
C -7.57617 -24.25049 -11.53133
F -8.72548 -23.94187 -11.16459
F -7.38213 -23.82882 -12.77792
F -7.35449 -25.52954 -11.38494
C 1.33128 -18.25456 -5.19182
F 2.62147 -18.05174 -5.26027
F 1.02498 -18.80278 -3.97924
F 0.71362 -17.07364 -5.27398
S 0.73501 -19.38923 -6.55320
O 1.04423 -18.60258 -7.71529
O 1.45592 -20.60180 -6.35911
N -0.97797 -19.70539 -6.06625
S -1.85594 -18.85987 -7.12638
O -1.50894 -17.44770 -6.99697
O -2.02262 -19.54988 -8.40917
C -3.67286 -18.93722 -6.31854
F -4.56152 -18.46559 -7.20291
F -3.84719 -20.25407 -6.09798
F -3.65856 -18.28688 -5.06498
C 1.34043 -21.20614 -10.66736
F 0.25754 -21.20066 -11.45896
F 2.32114 -20.46981 -11.04010
F 1.09692 -20.63084 -9.45003
S 1.80305 -23.09637 -10.65362
O 2.29180 -23.46402 -11.98024
O 2.79767 -22.97606 -9.55281
N 0.25389 -23.97409 -10.24428
S 0.73873 -25.33041 -9.96234
O 1.27733 -26.18480 -11.01131
O 1.65630 -25.35393 -8.81999
C -0.92844 -26.42143 -9.47784
F -0.79002 -27.48579 -8.70654
F -1.85440 -25.56633 -8.97011
F -1.48990 -26.91713 -10.59056


Entry 3:
Molecular formula: C3H11NO4
Method: DFT, ωB97M-V/def2-TZVPD

Net charge: 0
SMILES: O=CNCCO.O.O
Orbital gap, Eh: 0.3748

Element x y z (Å)
O -2.46722 0.08178 -0.27208
C -1.36953 0.47425 0.06171
N -1.02310 0.73373 1.34330
C 0.35087 1.11117 1.74735
C 1.32476 -0.06609 1.79906
O 2.21658 -0.11746 0.70443
H -0.54049 0.64660 -0.64278
H -1.59805 0.36419 2.08335
H 0.57382 1.89744 1.02587
H 0.32137 1.63730 2.70014
H 1.91907 0.04767 2.71166
H 0.77236 -1.00291 1.93203
H 1.79631 -0.54840 -0.04802
O -1.98968 0.94726 -2.83488
H -2.71338 0.62151 -2.28215
H -2.07319 0.44738 -3.65746
O 1.42490 -2.03660 -2.10452
H 0.81217 -2.74902 -2.31856
H 2.26243 -2.48979 -1.94845


Entry 4:
Molecular formula: C39H36NO6S2
Method: DFT, ωB97M-V/def2-TZVPD

Net charge: -1
Orbital gap, Eh: 0.1538

Element x y z (Å)
C 3.73817 3.09393 3.02504
C 4.25314 1.70456 2.70018
C 4.96411 1.73045 1.36368
C 5.26878 1.29165 3.75191
O 3.15418 0.71833 2.72953
C 2.15108 0.84595 1.81488
C 0.98519 0.01758 2.22706
N -0.07845 0.69887 2.55380
C -0.75118 0.72721 3.69061
C -1.81918 1.70242 3.87821
C -2.99366 1.36806 4.58977
C -4.04396 2.27699 4.66525
C -3.88803 3.57069 4.15133
C -2.69717 3.92785 3.49701
C -1.69782 2.97560 3.29814
C -0.36210 -0.26884 4.72612
C -0.65042 -1.58797 4.40006
C -0.14671 -2.64001 5.14449
C 0.55914 -2.36768 6.31670
C 0.81739 -1.03823 6.68043
C 0.39534 0.01960 5.87425
O 2.16739 1.58268 0.84547
H 3.26946 3.12500 4.01841
H 4.58342 3.79406 3.02738
H 3.01630 3.39937 2.25703
H 5.32192 0.73317 1.07692
H 4.28937 2.10686 0.59350
H 5.83283 2.40042 1.43720
H 5.69434 0.30521 3.52838
H 6.09376 2.01450 3.73487
H 4.83496 1.27858 4.76251
H 1.23528 -1.00585 2.51070
H -3.09651 0.36722 5.02012
H -4.99558 1.98288 5.12697
H -4.69790 4.29890 4.26848
H -2.56284 4.95473 3.13951
H -0.81429 3.18927 2.69891
H -1.30761 -1.75202 3.56144
H -0.33292 -3.64703 4.78881
H 0.91817 -3.20253 6.91548
H 1.35381 -0.84128 7.60948
H 0.63421 1.06244 6.10954
C -5.33228 -1.34644 -0.46679
C -4.83387 -0.69476 0.66873
C -3.97061 -1.36926 1.53519
C -3.58708 -2.68562 1.23409
S -2.64109 -3.64924 2.39468
C -0.90929 -3.52641 2.02354
C -0.21571 -2.51361 1.39151
C 0.66065 -2.86160 0.26614
C 2.01172 -2.48836 0.15242
C 2.82963 -3.05612 -0.82595
C 2.30489 -3.96679 -1.75681
C 0.93198 -4.24579 -1.73039
C 0.12943 -3.69181 -0.75168
S -0.02572 -5.14024 2.18098
C -0.76877 -6.23802 3.41831
C -0.49303 -6.06671 4.77707
C -1.26544 -6.74878 5.71905
C -2.15238 -7.75104 5.31536
C -2.23311 -8.07147 3.95592
C -1.55866 -7.30872 3.00350
O -0.21812 -5.84460 0.92638
O 1.29351 -4.83273 2.70587
O -2.97351 -3.11952 3.70203
O -2.94056 -5.03372 2.08963
C -4.04163 -3.31485 0.07071
C -4.93867 -2.65378 -0.77125
H -6.01836 -0.82290 -1.13130
H -5.11835 0.33658 0.89648
H -3.62251 -0.89845 2.45432
H -0.44793 -1.48386 1.61672
H 2.42669 -1.80092 0.88620
H 3.89138 -2.80432 -0.85192
H 2.95444 -4.46043 -2.47821
H 0.49197 -4.93955 -2.45743
H -0.94774 -3.87881 -0.74509
H 0.31291 -5.40271 5.08674
H -1.16078 -6.49454 6.77475
H -2.76781 -8.27845 6.04819
H -2.83913 -8.90949 3.61882
H -1.64056 -7.54015 1.94525
H -3.71592 -4.33262 -0.13704
H -5.31948 -3.17280 -1.65403


Entry 5:
Molecular formula: C41H46GeKNO2
Method: DFT, ωB97M-V/def2-TZVPD

Net charge: 0
Orbital gap, Eh: 0.2681

Element x y z (Å)
K -1.28590 0.48167 -1.79014
O -0.39520 -1.55598 -0.30237
C 0.63370 -2.46556 -0.72975
C 1.06677 -2.01448 -2.16294
C 1.91116 -0.75908 -2.24331
C 3.27804 -0.84791 -2.01378
C 4.02365 0.31693 -1.97992
C 3.38018 1.52017 -2.18146
C 2.01707 1.52904 -2.47354
C 1.33884 2.84611 -2.69169
C 0.53293 3.34231 -1.43198
O -0.51787 2.52276 -1.21230
C 1.50741 3.35968 -0.23444
C 1.32901 2.45332 0.80021
C 2.19823 2.42207 1.88153
C 3.27489 3.29441 1.93507
C 3.45827 4.21133 0.90837
C 2.57564 4.24807 -0.15959
C 0.04807 4.78692 -1.65134
C -0.76788 5.32131 -0.65351
C -1.28655 6.59728 -0.75893
C -1.00764 7.37505 -1.87861
C -0.20667 6.85618 -2.87835
C 0.31979 5.57166 -2.76291
N 1.30133 0.39640 -2.52455
C 0.06408 -3.88786 -0.79600
C -0.52267 -4.35827 -1.97107
C -1.11190 -5.61131 -2.02724
C -1.13311 -6.41907 -0.90113
C -0.55258 -5.96494 0.27166
C 0.04512 -4.71358 0.32076
C 1.84984 -2.39783 0.18219
C 2.14397 -1.24490 0.89830
C 3.32106 -1.14527 1.62496
C 4.22207 -2.19835 1.64199
C 3.94147 -3.35133 0.92273
C 2.76479 -3.44737 0.19780
H 0.17852 -1.86568 -2.77614
H 1.64114 -2.83129 -2.60507
H 3.74131 -1.80586 -1.82779
H 5.08698 0.28333 -1.77905
H 3.91724 2.45649 -2.12573
H 0.61279 2.77247 -3.50353
H 2.10759 3.56711 -2.97555
H 0.46667 1.80109 0.74376
H 2.02648 1.72369 2.69383
H 3.95508 3.27580 2.77729
H 4.28262 4.91287 0.95113
H 2.70889 4.98828 -0.94150
H -0.99651 4.70224 0.20479
H -1.91428 6.99229 0.03071
H -1.41483 8.37438 -1.96638
H 0.01411 7.44794 -3.75833
H 0.93817 5.19441 -3.56600
H -0.52283 -3.74502 -2.85891
H -1.55961 -5.95452 -2.95092
H -1.59339 -7.39745 -0.93969
H -0.55780 -6.58953 1.15562
H 0.50140 -4.37945 1.24237
H 1.47721 -0.39493 0.85480
H 3.54171 -0.22739 2.15309
H 5.14264 -2.12051 2.20550
H 4.64274 -4.17586 0.92130
H 2.56242 -4.34640 -0.37242
C -5.20613 -2.75560 -1.21743
C -4.38888 -2.28830 -0.02097
C -3.32617 -3.30378 0.37539
C -2.49746 -2.89840 1.59246
Ge -1.23160 -1.42805 1.32632
C -2.09594 0.33737 1.24341
C -1.97677 1.05615 2.59096
C -2.66618 0.31263 3.72840
C -2.60303 1.07352 5.04530
H -5.95981 -2.02155 -1.50305
H -5.71873 -3.69288 -0.99415
H -4.56311 -2.93314 -2.08210
H -5.04987 -2.09871 0.83073
H -3.91611 -1.32886 -0.25764
H -2.67090 -3.47649 -0.47683
H -3.81060 -4.26455 0.57725
H -1.93972 -3.75542 1.96687
H -3.15956 -2.57708 2.40330
H -0.15714 -1.40605 2.43035
H -3.15401 0.20427 1.00012
H -1.66398 0.98402 0.47806
H -2.40517 2.05882 2.50301
H -0.91928 1.20016 2.83602
H -2.20371 -0.67328 3.86145
H -3.71000 0.12675 3.45439
H -1.56807 1.24965 5.34193
H -3.09377 0.52537 5.84948
H -3.09018 2.04537 4.95503


Entry 6:
Molecular formula: C19H20N4O5S2
Method: DFT, ωB97M-V/def2-TZVPD

Net charge: 0
SMILES: Cc1nn2c(=O)cc(COC(=O)c3ccc(S(=O)(=O)N4CCCCC4)cc3)nc2s1
Orbital gap, Eh: 0.3219

Element x y z (Å)
C 0.67836 3.12945 5.86618
C 1.38414 2.94667 4.58369
N 2.14994 3.80816 4.05355
N 2.67081 3.40234 2.88821
C 3.56183 4.21613 2.11950
O 3.89636 5.30073 2.52091
C 3.94044 3.55718 0.89967
C 3.50274 2.30779 0.58278
C 3.89859 1.61870 -0.69803
O 2.91525 0.69135 -1.12517
C 1.68412 1.19069 -1.29404
O 1.41869 2.36163 -1.17590
C 0.69321 0.14331 -1.65361
C 1.01517 -1.21087 -1.60899
C 0.05611 -2.15204 -1.94116
C -1.20766 -1.73389 -2.31278
S -2.46897 -2.93709 -2.74101
O -1.90019 -4.25113 -2.60853
O -3.04551 -2.57564 -4.00156
N -3.59337 -2.58472 -1.55105
C -4.98191 -2.78522 -1.91485
C -5.38840 -4.25405 -1.81257
C -5.10297 -4.77055 -0.40404
C -3.62385 -4.57468 -0.07919
C -3.24553 -3.10250 -0.24428
C -1.54016 -0.39282 -2.36310
C -0.58642 0.55044 -2.03036
N 2.68822 1.58317 1.38836
C 2.29879 2.15660 2.47403
S 1.21896 1.44925 3.63595
H 0.97506 2.35512 6.57169
H -0.39740 3.05416 5.71643
H 0.92341 4.10707 6.27135
H 4.58471 4.11176 0.23792
H 4.07432 2.36923 -1.47637
H 4.80371 1.02445 -0.54619
H 2.00650 -1.51314 -1.31184
H 0.26597 -3.21030 -1.92231
H -5.09005 -2.42106 -2.93675
H -5.59262 -2.16991 -1.24517
H -4.80519 -4.82595 -2.53716
H -6.44678 -4.36021 -2.05543
H -5.36471 -5.82735 -0.32991
H -5.71376 -4.21913 0.31643
H -3.01740 -5.16505 -0.76700
H -3.40782 -4.89355 0.94188
H -2.16935 -2.96349 -0.12026
H -3.76507 -2.48998 0.50131
H -2.53614 -0.11399 -2.66691
H -0.80616 1.60701 -2.05635


Entry 7:
Molecular formula: C6H13NO
Method: DFT, ωB97M-V/def2-TZVPD

Net charge: 0
SMILES: C=C(C)C.CC(N)=O
Orbital gap, Eh: 0.3795

Element x y z (Å)
C -0.33960 1.37918 -1.70317
C -1.31976 0.55224 -1.28991
C -1.74964 -0.60426 -2.20363
C -2.12789 0.50849 -0.03091
H 0.11188 2.24491 -1.24006
H -0.05239 1.23744 -2.71802
H -1.60170 -1.59117 -1.71348
H -1.17844 -0.61006 -3.18014
H -2.82788 -0.50847 -2.41696
H -1.56932 0.93498 0.81614
H -2.42299 -0.54982 0.19485
H -3.08560 0.99255 -0.12356
C 2.94549 -0.12833 2.24704
C 1.72586 -1.00016 1.88707
N 0.88377 -0.42774 0.96745
O 1.50523 -2.08776 2.41801
H 2.84890 0.91589 1.93323
H 3.85270 -0.53813 1.70414
H 3.15277 -0.18993 3.33318
H 1.22479 0.30278 0.39748
H 0.02384 -0.83263 0.72123


> Among the records above, which one has the highest orbital gap?

C6H13NO


> Number 3 is which compound?

C3H11NO4


> The highest net charge belongs to which entry?

C37H57F2NO5P